Record 1
Here is a molecular structure, C44H45GaN3O6P2S2 from the OMol25 dataset. Energies are from the ωB97M-V functional and the def2-TZVPD basis.

As for the net charge: +1. The value obtained for the HOMO energy is -10.9 eV. The largest force on an atom comes out at 0.0099 Eh/bohr. As for the HOMO-LUMO gap: 8.04 eV. Its LUMO energy is -2.82 eV.

Geometry (Å):
Ga 0.5820 0.1618 0.0283
O 4.0416 0.3121 1.8553
C 3.0648 0.4117 1.1596
O 1.9481 -0.2572 1.2764
C 3.0478 1.4170 0.0155
C 4.1380 2.1989 -0.3050
C 4.0325 3.0675 -1.3792
C 2.8442 3.1322 -2.0946
C 1.7936 2.3263 -1.7123
N 1.9025 1.4912 -0.6755
H 5.0387 2.0933 0.2824
H 4.8735 3.6829 -1.6690
H 2.7382 3.7831 -2.9502
H 0.8522 2.3125 -2.2460
C -6.8898 3.3367 -0.1669
S -5.8729 4.1855 1.0537
C -5.4989 2.7914 2.1464
C -4.4626 1.8220 1.5926
C -3.1361 2.5038 1.3019
N -2.1074 1.5560 0.8340
P -1.6862 1.2386 -0.7917
C -2.3982 2.5765 -1.7655
C -3.6680 2.4706 -2.3327
C -4.2159 3.5525 -3.0054
C -3.5077 4.7412 -3.1119
C -2.2439 4.8555 -2.5479
C -1.6909 3.7752 -1.8789
C -2.5895 -0.2554 -1.2650
C -3.4016 -0.9381 -0.3682
C -3.9865 -2.1442 -0.7385
C -3.7547 -2.6686 -1.9984
C -2.9375 -1.9896 -2.8971
C -2.3518 -0.7919 -2.5318
P -0.8550 0.9900 1.8021
C -1.5417 0.2010 3.2450
C -1.7954 0.9248 4.4090
C -2.4290 0.3016 5.4732
C -2.7973 -1.0336 5.3769
C -2.5294 -1.7596 4.2228
C -1.8982 -1.1460 3.1537
C 0.1485 2.4028 2.3119
C 0.0312 3.6234 1.6492
C 0.9466 4.6381 1.8944
C 1.9862 4.4322 2.7897
C 2.1115 3.2142 3.4474
C 1.1981 2.2002 3.2107
H -7.2519 4.0906 -0.8639
H -7.7495 2.8663 0.3090
H -6.3266 2.5919 -0.7297
H -6.4316 2.2658 2.3557
H -5.1606 3.2227 3.0910
H -4.8410 1.3650 0.6730
H -4.3005 1.0085 2.3081
H -2.7628 3.0134 2.1954
H -3.2744 3.2723 0.5404
H -4.2221 1.5433 -2.2547
H -5.1996 3.4665 -3.4481
H -3.9407 5.5821 -3.6373
H -1.6921 5.7823 -2.6296
H -0.7088 3.8723 -1.4288
H -3.5828 -0.5326 0.6188
H -4.6153 -2.6754 -0.0362
H -4.2000 -3.6130 -2.2818
H -2.7456 -2.4066 -3.8773
H -1.6892 -0.2879 -3.2277
H -1.4983 1.9636 4.4861
H -2.6288 0.8570 6.3796
H -3.2862 -1.5162 6.2129
H -2.8002 -2.8047 4.1604
H -1.6704 -1.7136 2.2574
H -0.7749 3.7910 0.9456
H 0.8426 5.5895 1.3893
H 2.7015 5.2221 2.9778
H 2.9281 3.0472 4.1367
H 1.3204 1.2445 3.7071
C -2.0580 -0.5569 -6.7898
C -0.6488 -0.5894 -6.2661
C 0.2535 -1.5624 -6.6949
C 1.5473 -1.6054 -6.2050
C 1.9507 -0.6616 -5.2699
C 1.0745 0.3209 -4.8350
C -0.2176 0.3530 -5.3372
S 3.5798 -0.7449 -4.5979
O 4.5220 -1.0739 -5.6240
O 3.7374 0.4424 -3.7957
N 3.4908 -2.0739 -3.6510
C 2.7887 -1.9463 -2.3794
C 1.6281 -2.9273 -2.2303
C 0.6461 -2.4886 -1.1565
O 0.0332 -3.2182 -0.4272
O 0.4818 -1.1596 -1.1873
H -2.1686 -1.1873 -7.6703
H -2.3534 0.4578 -7.0576
H -2.7632 -0.9140 -6.0357
H -0.0608 -2.2925 -7.4304
H 2.2429 -2.3599 -6.5486
H 1.4180 1.0605 -4.1254
H -0.8995 1.1334 -5.0151
H 4.3380 -2.6220 -3.7080
H 2.3943 -0.9359 -2.3469
H 3.4901 -2.0338 -1.5457
H 1.9676 -3.9403 -2.0192
H 1.0611 -2.9654 -3.1659

Record 2
Here is 2 unconnected molecules or ions with the total composition C3H11N2 from the OMol25 dataset. Energies are from the ωB97M-V functional and the def2-TZVPD basis.

As for the net charge: +1. The value obtained for the HOMO energy is -14.9 eV. The largest force on an atom comes out at 0.0096 Eh/bohr. Its energy above the lowest of the compared OMol25 structures with the same formula, charge and spin is 22.8 kcal/mol. As for the HOMO-LUMO gap: 11.81 eV. Its LUMO energy is -3.08 eV.

Geometry (Å):
C 0.5993 2.2333 -0.8732
N 1.0204 1.5016 0.3440
H 0.8281 3.2963 -0.8374
H -0.4763 2.1392 -0.9899
H 1.1037 1.8053 -1.7324
H 2.0254 1.5804 0.4578
H 0.6184 1.9339 1.1690
C -0.8759 -1.4740 0.7745
C -1.5628 -2.5660 0.5432
N 0.1584 -0.9863 -0.1729
H -0.9917 -0.8545 1.6495
H -2.3087 -2.9169 1.2365
H -1.3995 -3.1487 -0.3555
H 0.9613 -1.6146 -0.1740
H -0.2015 -0.9702 -1.1274
H 0.5014 0.0414 0.0881

Record 3
Here is a single C5H4ClN molecule at a distorted geometry from the OMol25 dataset. Energies are from the ωB97M-V functional and the def2-TZVPD basis.

Its SMILES is C=C(Cl)C(=C)C#N. The value obtained for the HOMO energy is -10.2 eV. The largest force on an atom comes out at 0.1062 Eh/bohr. Its energy above the lowest of the compared OMol25 structures with the same formula, charge and spin is 42.7 kcal/mol. As for the HOMO-LUMO gap: 10.42 eV. Its LUMO energy is 0.19 eV.

Geometry (Å):
C 1.4675 -0.0898 -0.8537
C 0.9980 -1.4176 1.1005
C -1.0529 1.0421 1.3673
C 0.6355 -0.5604 0.1482
C -0.9180 0.4081 0.2239
N 2.0411 0.3097 -1.7855
Cl -1.8626 0.2999 -1.1487
H 0.3082 -1.8505 1.9563
H 2.0069 -2.0434 1.1160
H -1.9061 1.6950 1.6216
H -0.3353 1.1769 2.1585

Record 4
Here is a molecular structure, C3H4O3Pr at a distorted geometry from the OMol25 dataset. Energies are from the ωB97M-V functional and the def2-TZVPD basis.

The expectation value of S² is 2.2360. As for the net charge: +3. The value obtained for the HOMO energy (alpha / beta) is -22.4 / -23.1 eV. As for the spin multiplicity: 3. The largest force on an atom comes out at 0.0672 Eh/bohr. Its energy above the lowest of the compared OMol25 structures with the same formula, charge and spin is 17.3 kcal/mol. As for the HOMO-LUMO gap (alpha / beta): 4.34 / 8.29 eV. Its LUMO energy (alpha / beta) is -18.08 / -14.81 eV.

Geometry (Å):
C 2.5197 -0.3815 -1.5980
C 2.0116 0.9012 -1.8148
O 0.7407 1.1796 -2.0708
C -0.3069 0.3129 -2.0147
O -0.1458 -0.8733 -1.5634
O -1.3089 0.5728 -2.6847
H 1.3036 -1.0930 -1.3961
H 2.5566 1.7986 -1.5099
H 2.6776 -0.9051 -2.5514
Pr -2.8468 -1.3249 -1.9815
H 3.4519 -0.3355 -1.0169

Record 5
Here is a single C4H6O2 molecule at a distorted geometry from the OMol25 dataset. Energies are from the ωB97M-V functional and the def2-TZVPD basis.

Its SMILES is O=C[C@@H]1C[C@@H]1O. The value obtained for the HOMO energy is -9.5 eV. The largest force on an atom comes out at 0.0458 Eh/bohr. Its energy above the lowest of the compared OMol25 structures with the same formula, charge and spin is 71.8 kcal/mol. As for the HOMO-LUMO gap: 10.10 eV. Its LUMO energy is 0.60 eV.

Geometry (Å):
O -1.3627 0.9797 0.4298
C -0.9778 -0.2148 -0.1959
C 0.1287 -0.0423 -1.1639
C 0.3613 -0.6596 0.2646
C 1.0947 0.0457 1.3417
O 2.2198 0.4609 1.1830
H -1.9955 1.3993 -0.1703
H -1.8002 -0.8977 -0.3911
H 0.1696 -0.7827 -1.9701
H 0.5603 0.9222 -1.3637
H 1.0052 -1.3110 -0.2995
H 0.5967 0.1001 2.3354

Record 6
Here is 3 unconnected molecules or ions with the total composition C3H12N2O at a distorted geometry from the OMol25 dataset. Energies are from the ωB97M-V functional and the def2-TZVPD basis.

The expectation value of S² is 0.7521. As for the net charge: -1. The value obtained for the HOMO energy (alpha / beta) is 1.5 / -4.4 eV. As for the spin multiplicity: 2. The largest force on an atom comes out at 0.1025 Eh/bohr. Its energy above the lowest of the compared OMol25 structures with the same formula, charge and spin is 71.5 kcal/mol. As for the HOMO-LUMO gap (alpha / beta): 2.11 / 7.85 eV. Its LUMO energy (alpha / beta) is 3.56 / 3.49 eV.

Geometry (Å):
C 2.7075 0.4973 0.3161
C 2.2357 -0.1424 -0.7400
N -2.1301 0.9394 -2.4763
H 2.4162 1.4166 0.6961
H -1.7011 0.0313 -0.1163
H 3.3718 -0.0679 0.9530
H 1.4248 0.2372 -1.3717
H 2.5495 -1.1862 -1.0740
H -2.6572 1.1596 -3.3414
H -1.1544 0.8174 -2.8076
H -2.3493 1.6694 -1.7938
N 0.2371 -0.9793 1.6197
C -1.1920 -0.5112 1.7276
O -1.9184 0.3366 0.7369
H 0.3554 -1.9109 2.1387
H 0.9857 -0.7452 0.8899
H -1.8026 -1.5258 1.8368
H -1.3787 -0.0360 2.8062

Record 7
Here is a molecular structure, C20H29O4V at a distorted geometry from the OMol25 dataset. Energies are from the ωB97M-V functional and the def2-TZVPD basis.

The expectation value of S² is 2.0343. The value obtained for the HOMO energy (alpha / beta) is -7.8 / -8.1 eV. As for the spin multiplicity: 3. The largest force on an atom comes out at 0.0579 Eh/bohr. Its energy above the lowest of the compared OMol25 structures with the same formula, charge and spin is 54.6 kcal/mol. As for the HOMO-LUMO gap (alpha / beta): 8.16 / 8.69 eV. Its LUMO energy (alpha / beta) is 0.40 / 0.54 eV.

Geometry (Å):
O 0.0753 -1.7134 -1.1420
C 0.2085 -1.0327 -2.4138
C -0.2836 -2.2022 -3.2427
H 1.2678 -0.7041 -2.4365
H -0.4226 -0.1775 -2.6099
C -0.3401 -2.9166 -1.8102
H 0.3930 -2.5073 -4.1162
H -1.1683 -1.8691 -3.7582
C 0.6935 -3.9187 -1.3255
H 1.7054 -3.8083 -1.7135
H 0.3156 -4.9152 -1.5946
H 0.6712 -3.8418 -0.2097
C -1.7376 -3.2501 -1.2195
H -2.5112 -2.5041 -1.4645
H -1.7015 -3.3156 -0.0873
H -2.1635 -4.1581 -1.6763
V -1.0059 1.1475 1.0607
C -3.2522 1.4382 0.5410
C -2.6123 2.7216 0.4882
C -1.6926 2.7131 -0.6122
H -2.8389 3.5735 1.1384
C -1.7678 1.4329 -1.2394
C -2.6841 0.6244 -0.4953
H -2.9709 -0.3944 -0.7536
H -4.0728 1.1710 1.1946
H -1.0948 3.5595 -0.9721
H -1.4053 1.2044 -2.2435
C -2.1178 0.3374 2.8112
C -2.1232 -0.8215 1.9455
C -0.7867 -1.3315 1.8886
H -3.0074 -1.3056 1.5393
C 0.0586 -0.4397 2.6051
C -0.7606 0.5258 3.2737
H -0.4509 1.2030 4.0659
H -2.9811 0.9037 3.1511
H -0.5117 -2.3489 1.6035
H 1.1255 -0.5940 2.7734
O 2.1047 0.3218 0.0919
C 3.2232 -0.2558 -0.7746
C 4.3631 0.7935 -0.8338
H 2.9328 -0.4812 -1.8089
H 3.5001 -1.2704 -0.4041
C 3.9190 2.0310 0.0291
H 4.5934 1.0223 -1.9146
H 5.2827 0.3998 -0.4023
C 2.4468 1.7710 0.3925
H 4.0037 2.9507 -0.5438
H 4.5354 2.2399 0.9390
H 1.7638 2.4375 -0.1584
H 2.1531 1.8684 1.4713
O -0.2411 4.4857 3.1985
C -0.7252 3.4518 2.7676
O -0.1792 2.6619 1.8245
H -1.7250 3.0865 3.1823

Record 8
Here is a gas-phase ion, C5H10N3 (charge +1) at a distorted geometry from the OMol25 dataset. Energies are from the ωB97M-V functional and the def2-TZVPD basis.

As for the net charge: +1. Its SMILES is N/C=C/[N+]1=C(CN)C1. The value obtained for the HOMO energy is -12.3 eV. The largest force on an atom comes out at 0.1108 Eh/bohr. Its energy above the lowest of the compared OMol25 structures with the same formula, charge and spin is 138.0 kcal/mol. As for the HOMO-LUMO gap: 7.97 eV. Its LUMO energy is -4.38 eV.

Geometry (Å):
C -0.0322 1.1258 0.6582
C -1.5897 0.2135 -0.9695
C 0.2491 -1.9486 -1.7813
C 0.5826 1.3766 1.9320
C -0.6052 -0.8817 -1.2506
N -0.2702 0.0423 -0.3363
N 0.3244 2.4916 2.6489
N 1.3882 -2.1750 -0.9612
H -0.5087 1.9875 0.3618
H -1.7674 0.9755 -1.8179
H -2.5106 -0.0007 -0.4899
H -0.5067 -2.7902 -2.0663
H 0.5088 -1.5902 -2.8225
H 0.9545 0.5067 2.2905
H 0.2106 3.3465 2.1580
H 0.5215 2.4429 3.6051
H 1.9350 -2.9812 -1.1773
H 1.1160 -2.1412 0.0183

Computed values of E_tot (unit: Eh) for the preceding records, in sequence: -5723.23232, -230.14606, -707.75604, -858.09238, -306.39190, -306.08276, -2024.30486, -360.35524.